Formula: C34H50HoP2
Source: the OMol25 dataset
Level of theory: ωB97M-V with the def2-TZVPD basis set

- Charge: +1
- Frontier orbital gap (spin up / spin down): 7.2 / 7.4 eV
- Spin multiplicity: 5
- DFT total energy: -80439.8948 eV
- Expectation value of S²: 6.005
- LUMO level (spin up / spin down): -2.900 / -2.768 eV
- Relative energy (zero: lowest compared OMol25 entry of this formula, charge and spin): 0.0 kJ/mol
- HOMO (spin up / spin down): -10.14 / -10.15 eV

Each line ends with the Löwdin spin population.
Cartesian coordinates (Å):
Ho -0.05 0.32 0.48  4.0584
C -1.52 1.43 -1.18  -0.0046
C -1.40 0.09 -1.67  -0.0065
C -2.49 0.00 0.37  -0.0029
C -2.21 1.38 0.07  -0.0077
C -1.97 -0.79 -0.71  -0.0062
C -1.09 2.67 -1.87  0.0002
H -0.48 2.43 -2.75  0.0000
H -0.50 3.32 -1.21  0.0000
H -1.96 3.25 -2.21  0.0000
C -2.57 2.53 0.94  -0.0005
H -2.46 3.47 0.39  0.0000
H -1.90 2.57 1.81  -0.0001
H -3.59 2.44 1.33  -0.0001
C -3.14 -0.50 1.59  0.0011
H -3.98 0.15 1.89  0.0002
H -2.44 -0.53 2.45  0.0005
H -3.51 -1.53 1.43  0.0001
C -2.16 -2.26 -0.86  -0.0001
H -3.21 -2.49 -1.10  -0.0002
H -1.91 -2.80 0.06  0.0000
H -1.54 -2.65 -1.68  0.0000
C -0.94 -0.31 -3.03  -0.0004
H -1.79 -0.39 -3.72  -0.0003
H -0.44 -1.28 -3.00  -0.0001
H -0.25 0.43 -3.45  0.0000
C 6.78 0.92 -1.93  0.0000
C 6.27 1.15 -3.15  0.0000
C 6.60 0.38 -4.39  0.0000
C 6.86 -1.14 -4.22  0.0000
C 5.88 -1.85 -3.35  0.0000
C 5.97 -2.03 -2.02  0.0000
C 7.05 -1.49 -1.12  0.0000
C 7.73 -0.18 -1.57  0.0000
H 7.48 0.82 -4.89  0.0000
H 7.91 -1.30 -3.92  0.0000
H 5.76 0.50 -5.10  0.0000
H 8.46 -0.39 -2.36  0.0000
H 6.58 1.63 -1.12  0.0000
H 5.67 2.06 -3.32  0.0000
H 8.32 0.18 -0.70  0.0000
H 6.61 -1.33 -0.12  0.0000
H 5.26 -2.70 -1.53  0.0000
H 7.84 -2.26 -0.99  0.0000
H 6.77 -1.58 -5.23  0.0000
H 5.07 -2.34 -3.90  0.0000
P 2.44 0.79 -0.83  -0.0048
P 1.47 -2.08 0.34  -0.0046
C 3.71 -0.49 -0.39  -0.0005
C 3.27 -1.69 0.46  -0.0006
H 4.53 0.04 0.12  -0.0001
H 4.13 -0.83 -1.35  0.0000
H 3.81 -2.59 0.13  -0.0001
H 3.53 -1.52 1.52  0.0000
C 1.14 -3.12 1.81  -0.0005
H 0.15 -3.59 1.67  0.0000
H 1.13 -2.52 2.72  0.0000
H 1.91 -3.91 1.89  -0.0002
C 1.45 -3.35 -0.96  -0.0006
H 2.26 -4.07 -0.77  -0.0002
H 1.58 -2.90 -1.95  0.0000
H 0.48 -3.87 -0.93  0.0000
C 3.25 2.31 -0.17  -0.0001
H 2.61 3.17 -0.40  0.0000
H 4.24 2.43 -0.64  -0.0001
H 3.37 2.24 0.93  0.0000
C 2.79 1.08 -2.60  -0.0011
H 2.36 0.27 -3.22  0.0000
H 3.87 1.13 -2.80  -0.0002
H 2.32 2.02 -2.90  0.0000
C -1.62 1.79 6.81  0.0000
C -2.48 1.68 5.69  -0.0001
C -1.96 1.40 4.42  -0.0002
C -0.57 1.20 4.19  -0.0012
C 0.05 0.90 2.94  -0.0111
C 1.43 0.76 2.87  -0.0023
C 2.26 0.85 4.03  -0.0003
C 1.68 1.13 5.25  -0.0004
C 0.29 1.31 5.37  -0.0004
C -0.26 1.60 6.63  -0.0002
H -2.02 2.01 7.80  0.0000
H -3.56 1.83 5.82  0.0000
H -2.64 1.33 3.57  0.0000
H 1.97 0.59 1.92  -0.0004
H 3.34 0.70 3.94  0.0000
H 2.29 1.21 6.15  0.0000
H 0.43 1.68 7.48  0.0000

---

Formula: C5H15N2O
Source: the OMol25 dataset
Level of theory: ωB97M-V with the def2-TZVPD basis set

- Charge: +1
- Frontier orbital gap: 11.3 eV
- DFT total energy: -10450.4270 eV
- LUMO level: -2.568 eV
- Relative energy (zero: lowest compared OMol25 entry of this formula, charge and spin): 12.9 kJ/mol
- HOMO: -13.85 eV

Each line ends with the natural charge from an NBO analysis.
Cartesian coordinates (Å):
C 0.62 -2.49 1.18  -0.6374
C -0.28 -1.33 1.53  -0.2036
N -1.07 -0.93 0.30  -0.5224
C -2.18 0.02 0.63  -0.4194
H 1.41 -2.14 0.51  0.2348
H 1.09 -2.93 2.05  0.2545
H 0.06 -3.27 0.67  0.2185
H -1.03 -1.51 2.30  0.2183
H 0.26 -0.41 1.78  0.2145
H -1.48 -1.75 -0.15  0.4211
H -0.42 -0.52 -0.39  0.4790
H -2.91 -0.49 1.26  0.2301
H -2.66 0.39 -0.26  0.2396
H -1.73 0.84 1.19  0.2213
C 1.57 0.69 -1.96  0.5582
N 1.71 1.93 -1.49  -0.5784
C 0.60 2.64 -0.84  -0.4226
O 0.70 -0.10 -1.61  -0.7026
H 2.33 0.43 -2.70  0.1476
H 2.43 2.48 -1.93  0.4112
H 0.35 2.14 0.09  0.1929
H -0.26 2.63 -1.51  0.2095
H 0.88 3.67 -0.65  0.2354

---

Formula: C2H16N2O4
Source: the OMol25 dataset
Level of theory: ωB97M-V with the def2-TZVPD basis set

- Charge: -1
- Frontier orbital gap (spin up / spin down): 2.2 / 9.1 eV
- Spin multiplicity: 2
- DFT total energy: -13502.3210 eV
- Expectation value of S²: 0.750
- LUMO level (spin up / spin down): 3.116 / 3.040 eV
- Relative energy (zero: lowest compared OMol25 entry of this formula, charge and spin): 86.4 kJ/mol
- HOMO (spin up / spin down): 0.95 / -6.10 eV

Each line ends with the Löwdin spin population.
Cartesian coordinates (Å):
C 0.03 -0.93 0.87  0.1316
N 0.62 0.40 0.50  0.0100
C -0.43 1.44 0.40  0.0450
N -0.68 1.84 -0.97  0.0272
H -0.90 -0.96 1.47  0.0236
H -0.30 -1.35 -0.07  0.0363
H 0.80 -1.48 1.38  0.0232
H 1.28 0.64 1.23  0.0041
H -0.15 2.38 0.88  0.0028
H -1.29 1.14 0.99  0.0101
H 0.15 2.09 -1.48  0.0116
H -1.20 1.15 -1.51  0.0215
H 2.57 0.31 -0.70  0.0063
H 3.78 0.63 -1.55  0.0129
O 3.51 0.16 -0.76  0.0413
H 3.80 0.65 2.63  0.0084
H 3.49 1.11 1.21  0.0073
O 3.19 1.18 2.12  0.0234
H -2.25 -3.81 0.25  0.0815
H -1.65 -3.31 -1.04  0.0876
O -2.18 -3.01 -0.28  0.2513
H -3.45 0.34 -2.07  0.0188
H -4.52 -0.38 -1.31  0.0281
O -4.22 -0.23 -2.21  0.0860

---

Formula: C29H48F9NO21
Source: the OMol25 dataset
Level of theory: ωB97M-V with the def2-TZVPD basis set

- Charge: -1
- Frontier orbital gap (spin up / spin down): 2.3 / 7.4 eV
- Spin multiplicity: 2
- DFT total energy: -99793.8501 eV
- Expectation value of S²: 0.753
- LUMO level (spin up / spin down): 2.147 / 2.144 eV
- HOMO (spin up / spin down): -0.17 / -5.25 eV

Each line ends with the Löwdin spin population.
Cartesian coordinates (Å):
C 1.41 4.52 0.94  0.0008
C 2.72 3.94 0.39  0.0005
O 3.64 4.93 -0.10  0.0001
C 4.65 4.61 -0.94  0.0001
O 4.98 3.50 -1.41  0.0002
C 5.54 5.92 -1.17  0.0000
F 4.89 6.95 -0.63  0.0000
F 6.71 5.72 -0.60  0.0000
F 5.75 6.13 -2.40  0.0000
H 1.61 5.27 1.71  0.0001
H 0.83 3.71 1.39  0.0008
H 0.81 5.15 0.29  0.0000
H 2.55 3.10 -0.28  0.0001
H 3.16 3.53 1.30  0.0007
C -2.74 -1.22 -2.36  0.0001
C -4.12 -0.69 -2.06  0.0000
O -4.84 -1.66 -1.36  0.0000
C -6.16 -1.41 -1.07  0.0000
O -6.79 -0.52 -1.50  0.0000
C -6.79 -2.45 -0.10  0.0000
F -7.14 -1.84 1.04  0.0000
F -7.85 -3.01 -0.78  0.0000
F -5.96 -3.40 0.26  0.0000
H -2.25 -1.65 -1.48  0.0000
H -2.12 -0.45 -2.80  0.0000
H -2.84 -1.94 -3.18  0.0000
H -4.61 -0.33 -2.96  0.0000
H -4.07 0.11 -1.32  0.0000
C 0.43 -1.17 4.19  0.0046
C 0.61 -2.20 3.02  0.0071
O 2.07 -2.34 2.80  0.1228
C 2.80 -1.50 2.02  0.4225
O 2.32 -0.51 1.43  0.2645
C 4.28 -1.97 1.72  0.0739
F 4.78 -2.84 2.62  0.0183
F 4.25 -2.66 0.60  0.0426
F 5.12 -1.00 1.51  0.0214
H -0.62 -1.03 4.46  0.0002
H 0.78 -0.21 3.83  0.0011
H 0.89 -1.49 5.13  0.0006
H 0.18 -1.87 2.07  0.0013
H 0.24 -3.16 3.36  0.0016
C -3.47 -1.82 2.50  0.0005
O -3.89 -3.20 2.40  0.0002
C -3.16 -4.07 1.82  0.0002
O -2.10 -3.91 1.16  0.0004
O -3.76 -5.29 2.00  0.0001
C -3.24 -6.48 1.35  0.0001
H -2.50 -1.65 2.96  0.0003
H -4.09 -1.25 3.19  0.0001
H -3.52 -1.29 1.55  0.0000
H -4.07 -6.95 0.82  0.0000
H -2.84 -7.23 2.03  0.0000
H -2.41 -6.30 0.67  0.0000
C -2.85 3.55 -2.22  0.0000
O -1.46 3.91 -2.29  0.0000
C -0.61 3.07 -2.87  0.0000
O -0.85 1.97 -3.38  0.0000
O 0.58 3.59 -2.63  0.0000
C 1.72 2.98 -3.21  0.0000
H -3.39 4.44 -1.88  0.0000
H -3.00 2.72 -1.53  0.0000
H -3.24 3.33 -3.21  0.0000
H 1.42 2.63 -4.20  0.0000
H 1.90 2.04 -2.68  0.0000
H 2.66 3.51 -3.05  0.0000
C 0.94 -3.58 -0.59  0.0003
O 0.45 -2.84 -1.69  0.0001
C 1.08 -2.79 -2.84  0.0000
O 2.00 -3.53 -3.14  0.0002
O 0.50 -1.72 -3.54  0.0000
C 1.23 -1.24 -4.69  0.0000
H 0.35 -3.40 0.30  0.0001
H 1.97 -3.22 -0.59  0.0005
H 0.85 -4.65 -0.80  0.0000
H 0.88 -0.25 -4.98  0.0000
H 1.07 -1.86 -5.57  0.0000
H 2.29 -1.30 -4.45  0.0000
C -2.81 0.02 8.44  0.0003
O -2.56 1.24 7.63  0.0001
C -2.68 1.16 6.29  0.0005
O -2.92 0.13 5.66  0.0004
O -2.48 2.36 5.69  0.0001
C -2.22 2.28 4.32  0.0007
H -1.81 -0.40 8.52  0.0001
H -3.44 -0.79 8.08  0.0000
H -3.12 0.31 9.44  0.0000
H -1.51 1.47 4.12  0.0002
H -1.87 3.24 3.95  0.0001
H -3.11 1.99 3.74  0.0001
C 3.71 0.19 -1.96  0.0006
O 3.91 0.94 -3.20  0.0001
C 4.75 0.37 -4.18  0.0000
O 4.96 -0.84 -4.35  0.0001
O 4.88 1.35 -5.07  0.0000
C 5.34 1.07 -6.39  0.0000
H 2.81 -0.43 -2.08  0.0003
H 3.50 0.84 -1.11  0.0002
H 4.41 -0.60 -1.69  0.0003
H 6.42 0.92 -6.46  0.0000
H 5.07 1.92 -7.02  0.0000
H 4.78 0.21 -6.73  0.0000
C 0.12 -0.02 -0.45  0.0029
C -0.52 0.36 0.84  0.0005
N -1.03 0.62 1.83  0.0007
H 0.91 0.71 -0.62  0.0003
H -0.59 -0.15 -1.26  0.0003
H 0.57 -1.00 -0.32  0.0014

---

Formula: C38H34BaN4O2PS2Se2
Source: the OMol25 dataset
Level of theory: ωB97M-V with the def2-TZVPD basis set

- Charge: +1
- Frontier orbital gap: 6.9 eV
- DFT total energy: -212358.3806 eV
- LUMO level: -3.098 eV
- Relative energy (zero: lowest compared OMol25 entry of this formula, charge and spin): 153.5 kJ/mol
- HOMO: -10.04 eV

Each line ends with the Mulliken charge.
Cartesian coordinates (Å):
Ba -0.79 -0.40 0.34  1.5287
C -5.62 0.04 -1.00  -0.6241
O -5.11 -1.30 -1.06  -0.3783
C -3.89 -1.26 -0.54  -0.0686
N -3.48 -0.15 -0.06  0.1524
C -4.59 0.79 -0.11  0.5092
C -4.25 2.19 -0.56  0.0364
C -5.22 2.97 -1.16  -0.5525
C -4.95 4.28 -1.52  -0.7242
C -3.70 4.82 -1.28  -0.5451
C -2.73 4.05 -0.66  -0.8239
C -3.00 2.75 -0.29  0.2652
C -3.10 -2.49 -0.48  0.3426
C -3.43 -3.64 -1.18  -0.6765
C -2.62 -4.75 -1.03  -0.6458
C -1.51 -4.68 -0.19  -0.4827
C -1.26 -3.47 0.46  0.9940
N -2.05 -2.42 0.32  -0.5975
C -0.10 -3.25 1.31  0.1494
N 0.16 -2.13 1.85  -0.5803
C 1.35 -2.29 2.68  -0.2531
C 1.80 -3.73 2.36  -0.2446
O 0.73 -4.26 1.56  -0.4306
C 2.33 -1.15 2.48  0.0867
C 1.88 0.15 2.74  -0.5450
C 2.74 1.23 2.62  -0.6594
C 4.06 1.04 2.26  -0.5973
C 4.52 -0.25 2.04  -0.8274
C 3.66 -1.33 2.13  -0.3207
H -6.63 0.00 -0.57  0.3143
H -5.66 0.43 -2.02  0.4461
H -4.96 0.87 0.92  0.2997
H -6.21 2.57 -1.34  0.4424
H -5.72 4.88 -1.98  0.4069
H -3.49 5.84 -1.56  0.4194
H -1.76 4.47 -0.44  0.5020
H -2.24 2.16 0.22  -0.1321
H -4.29 -3.64 -1.83  0.5586
H -2.84 -5.66 -1.57  0.4706
H -0.85 -5.52 -0.06  0.5887
H 1.01 -2.22 3.73  0.5417
H 1.91 -4.36 3.24  0.2640
H 2.71 -3.77 1.76  0.0389
H 0.86 0.31 3.05  0.8717
H 2.36 2.23 2.81  0.4312
H 4.73 1.88 2.18  0.4288
H 5.55 -0.42 1.78  0.4951
H 4.06 -2.31 1.94  0.5094
Se 0.14 -1.96 -2.08  -0.3237
P 1.80 -0.62 -1.99  0.5334
Se 1.54 1.17 -0.80  -0.5749
C 2.30 -0.17 -3.69  0.4447
C 2.73 -1.20 -4.52  -0.5317
C 3.16 -0.91 -5.80  -0.6999
C 3.15 0.40 -6.25  -0.4308
C 2.69 1.42 -5.44  -0.6169
C 2.25 1.14 -4.15  -0.3764
C 3.30 -1.49 -1.39  0.7030
C 3.30 -2.84 -1.09  -0.0916
C 4.46 -3.46 -0.65  -0.7589
C 5.63 -2.72 -0.53  -0.4416
C 5.63 -1.37 -0.86  -0.8744
C 4.47 -0.75 -1.28  -0.6279
H 2.74 -2.22 -4.17  0.3359
H 3.50 -1.70 -6.45  0.4035
H 3.50 0.63 -7.25  0.3941
H 2.67 2.44 -5.79  0.4021
H 1.88 1.92 -3.50  0.3135
H 2.39 -3.43 -1.22  0.4342
H 4.47 -4.51 -0.43  0.4165
H 6.53 -3.20 -0.20  0.4046
H 6.55 -0.80 -0.79  0.4891
H 4.46 0.30 -1.53  0.4513
S -2.61 1.11 3.26  -0.2211
C -2.33 2.68 3.69  0.3026
N -3.10 3.36 4.55  -0.2196
C -2.62 4.64 5.03  -0.6065
C -1.62 5.15 4.00  -0.5287
S -1.02 3.67 3.10  0.0059
H -3.84 2.88 5.03  0.2454
H -2.14 4.51 6.02  0.2738
H -3.46 5.33 5.15  0.3193
H -0.77 5.65 4.46  0.3695
H -2.08 5.81 3.27  0.2977

---

Formula: C5H13NO3
Source: the OMol25 dataset
Level of theory: ωB97M-V with the def2-TZVPD basis set

- Charge: 0
- Frontier orbital gap: 10.4 eV
- DFT total energy: -13028.3891 eV
- LUMO level: 0.883 eV
- SMILES: CCC(N)(O)O.CC=O
- Relative energy (zero: lowest compared OMol25 entry of this formula, charge and spin): 81.2 kJ/mol
- HOMO: -9.51 eV

Each line ends with the natural charge from an NBO analysis.
Cartesian coordinates (Å):
C 0.26 1.12 -2.26  -0.6070
C -1.05 0.48 -1.80  -0.4333
C -0.89 -0.24 -0.46  0.6528
N -2.14 -0.70 0.03  -0.8910
O -0.36 0.74 0.57  -0.7911
O 0.06 -1.23 -0.58  -0.7432
H 0.12 1.60 -3.23  0.2059
H 0.58 1.87 -1.54  0.2137
H 1.03 0.37 -2.35  0.2198
H -1.84 1.22 -1.69  0.2069
H -1.37 -0.27 -2.53  0.2096
H -2.03 -1.24 0.89  0.3860
H -2.76 -1.08 -0.67  0.3805
H -1.10 1.30 0.83  0.4794
H 0.23 -1.60 0.32  0.4993
C 2.17 -0.15 1.80  -0.7378
C 0.86 -0.56 2.39  0.5051
O 0.28 -1.60 2.12  -0.6031
H 2.58 -0.92 1.16  0.2327
H 1.97 0.72 1.18  0.2680
H 2.88 0.13 2.58  0.2288
H 0.51 0.05 3.24  0.1181

---

Formula: H14O7
Source: the OMol25 dataset
Level of theory: ωB97M-V with the def2-TZVPD basis set

- Charge: 0
- Frontier orbital gap: 11.6 eV
- DFT total energy: -14560.1822 eV
- LUMO level: 0.373 eV
- SMILES: O.O.O.O.O.O.O
- Relative energy (zero: lowest compared OMol25 entry of this formula, charge and spin): 123.4 kJ/mol
- HOMO: -11.18 eV

Each line ends with the natural charge from an NBO analysis.
Cartesian coordinates (Å):
O -1.20 -1.01 -1.25  -0.9831
H -0.57 -1.49 -0.71  0.5023
H -1.84 -0.56 -0.68  0.5003
O -2.82 0.44 0.83  -0.9745
H -2.98 1.17 0.21  0.4622
H -1.91 0.54 1.12  0.4946
O -0.34 0.19 1.76  -0.9643
H 0.25 0.88 1.43  0.4906
H 0.04 -0.47 1.17  0.4847
O 0.48 -2.31 0.71  -0.9504
H 0.14 -3.01 1.33  0.4923
H 1.33 -2.47 0.63  0.4826
O 1.01 2.01 0.00  -1.0024
H 1.35 2.92 -0.05  0.4827
H 0.66 1.92 -0.90  0.5168
O 2.81 -0.58 0.52  -0.9422
H 2.19 0.03 0.17  0.4747
H 2.92 -0.07 1.35  0.4672
O -0.05 1.13 -2.51  -1.0445
H -0.61 0.41 -2.03  0.5203
H -0.09 1.15 -3.47  0.4899

---

Formula: C11H18O
Source: the OMol25 dataset
Level of theory: ωB97M-V with the def2-TZVPD basis set

- Charge: 0
- Frontier orbital gap: 9.1 eV
- DFT total energy: -13742.2364 eV
- LUMO level: 0.669 eV
- SMILES: CCc1ccc(O)cc1.CCC
- Relative energy (zero: lowest compared OMol25 entry of this formula, charge and spin): 427.4 kJ/mol
- HOMO: -8.47 eV

Each line ends with the natural charge from an NBO analysis.
Cartesian coordinates (Å):
C -2.81 -2.74 0.46  -0.5998
C -3.02 -1.66 -0.71  -0.4435
C -2.14 -0.43 -0.25  -0.0159
C -2.64 0.80 -0.58  -0.1904
C -2.22 1.82 0.16  -0.2630
C -1.18 1.78 1.07  0.2696
O -0.95 2.81 1.84  -0.6758
C -0.42 0.52 1.09  -0.2562
C -0.95 -0.65 0.40  -0.2237
H -3.46 -3.47 0.29  0.1948
H -3.10 -2.19 1.40  0.2124
H -1.83 -3.29 0.43  0.2021
H -2.71 -2.06 -1.70  0.2063
H -4.10 -1.72 -1.04  0.2281
H -3.54 1.04 -1.30  0.2201
H -2.62 2.74 -0.18  0.2089
H -0.36 3.42 1.31  0.4845
H 0.58 0.18 1.51  0.2244
H -0.42 -1.53 0.36  0.2164
C 2.74 0.89 -1.45  -0.5973
C 3.91 0.88 -0.35  -0.3869
C 3.96 -0.47 0.41  -0.6352
H 1.97 0.45 -0.78  0.2082
H 2.86 0.29 -2.27  0.1936
H 2.58 2.01 -1.81  0.2055
H 4.82 1.32 -0.50  0.1989
H 3.40 1.64 0.39  0.1778
H 3.17 -0.58 1.19  0.2026
H 3.52 -1.28 -0.31  0.2089
H 4.95 -0.51 0.91  0.2246